ORCA calculation (ωB97M-V/def2-TZVPD) on C33H44Br54NO5S as an isolated structure at a distorted geometry.

The geometry in XYZ format:
```
138
Properties=species:S:1:pos:R:3:forces:R:3
C 3.150806 -1.057174 1.055759 -0.469 0.144 -0.506
C 2.062658 -1.024007 -0.000688 0.441 0.749 0.467
O 0.962966 -1.856911 0.339987 -0.229 0.235 -0.186
C 0.006547 -1.709178 -0.679694 -0.035 -0.739 -0.405
C -1.225193 -2.536273 -0.351372 0.414 -0.134 0.976
O -2.009560 -2.859451 -1.530724 0.992 -0.378 0.458
C -2.861730 -1.899958 -1.813234 -0.078 0.246 -0.427
C -4.001751 -1.732179 -1.060992 1.415 -3.025 1.998
C -4.833387 -0.768727 -1.319622 -3.288 1.169 0.298
S -6.298509 -0.441174 -0.346089 -0.812 1.630 0.807
C -7.708688 -1.370310 -0.887169 0.276 -0.426 0.030
O -6.570108 0.942367 -0.565305 -0.321 0.780 -1.545
O -5.984179 -0.689576 1.011891 0.475 -2.053 0.917
N -4.632080 0.041773 -2.330611 -1.005 1.447 -0.617
C -3.572728 -0.084407 -3.077396 -0.054 1.540 -1.612
C -2.658872 -1.031054 -2.860151 2.328 -1.207 -0.604
C -1.444937 -1.098073 -3.731636 -0.206 0.022 -0.794
C -0.843398 0.264933 -4.134387 0.451 -0.316 0.709
C -0.817732 1.362281 -3.049574 0.320 0.415 -0.746
C 0.598835 1.837634 -2.652595 -1.168 0.052 1.036
O 0.512660 3.189427 -2.226529 -0.001 -0.365 -0.290
C 0.089289 3.303880 -0.881467 0.334 0.161 0.557
H 2.877646 -0.415716 1.887840 -0.049 -0.242 0.320
H 3.331421 -2.084867 1.359893 0.227 0.011 0.189
H 4.039672 -0.624671 0.602182 0.142 -0.168 0.155
H 2.475336 -1.260919 -0.990649 -0.178 -0.394 0.014
H 1.693067 0.006776 -0.069453 -0.019 0.068 -0.094
H 0.443516 -2.142523 -1.588599 -0.113 0.258 -0.251
H -0.243957 -0.654002 -0.842918 0.054 0.073 -0.068
H -0.876132 -3.450784 0.111599 -0.221 -0.321 -0.271
H -1.851089 -2.038087 0.391099 -0.147 0.083 -0.061
H -4.164881 -2.411080 -0.237085 -0.153 -0.001 0.174
H -8.562845 -0.916174 -0.387996 0.157 0.278 0.188
H -7.631104 -2.397154 -0.538830 0.118 -0.112 -0.215
H -7.863158 -1.279550 -1.959015 0.204 -0.080 -0.087
H -5.273354 0.814619 -2.545788 -0.092 -0.019 0.276
H -3.435799 0.620750 -3.883205 -0.191 0.212 -0.019
H -1.768088 -1.577219 -4.661121 0.057 -0.170 -0.018
H -0.714655 -1.780759 -3.320335 0.128 0.046 0.255
H 0.194441 0.066534 -4.404575 -0.010 -0.112 -0.202
H -1.305858 0.630838 -5.047526 -0.178 0.067 -0.004
H -1.349866 1.114809 -2.130568 -0.138 -0.206 -0.065
H -1.306182 2.245888 -3.464316 -0.086 0.102 0.121
H 0.873702 1.277034 -1.756064 0.647 -0.427 -0.335
H 1.324263 1.724232 -3.451734 0.086 0.194 -0.050
H 0.969776 3.361022 -0.233763 -0.183 -0.226 0.071
H -0.537576 2.472330 -0.548193 -0.079 -0.084 -0.171
H -0.479544 4.220798 -0.736418 0.204 -0.037 -0.248
C -1.211563 -4.124505 -6.869253 0.035 -0.071 0.033
Br -2.659245 -4.780809 -5.775846 0.055 0.073 0.001
Br -1.547845 -2.341711 -7.512410 -0.116 -0.037 0.115
Br 0.482508 -4.240160 -5.959125 -0.156 0.112 -0.025
H -1.151663 -4.766888 -7.736773 -0.024 0.008 -0.001
C -5.354562 1.751983 2.709886 -0.128 0.034 -0.005
Br -5.678166 3.327022 1.651141 0.084 0.042 0.085
Br -3.493894 1.585932 3.191772 -0.016 -0.001 -0.036
Br -6.498819 1.678606 4.253419 0.067 0.022 -0.032
H -5.598922 0.899616 2.091884 0.082 0.186 0.185
C -5.538166 1.464481 8.649726 0.041 -0.005 0.003
Br -7.372220 1.696052 8.098674 0.092 0.021 0.004
Br -4.317751 2.428101 7.512386 -0.076 -0.024 0.062
Br -5.292361 1.916783 10.504018 -0.029 0.005 -0.085
H -5.306929 0.414388 8.545322 -0.010 0.004 -0.010
C 7.124268 -1.114468 -0.917792 0.101 0.074 0.044
Br 7.993183 -2.829256 -0.998140 -0.063 0.052 0.054
Br 5.410778 -1.141727 -1.800313 0.064 -0.062 -0.136
Br 6.981054 -0.467364 0.889547 -0.001 -0.038 -0.079
H 7.745861 -0.415182 -1.458650 -0.013 -0.019 -0.022
C -0.084656 -1.475677 -11.534475 0.002 -0.045 -0.022
Br -0.633618 -3.033333 -12.521246 0.001 0.064 0.079
Br -1.595746 -0.427471 -10.955117 0.038 -0.036 -0.006
Br 1.066686 -1.936742 -10.061083 0.078 0.011 -0.116
H 0.491415 -0.857306 -12.207589 -0.008 0.010 0.012
C 4.192846 4.782081 0.261370 -0.058 0.097 0.043
Br 4.569603 2.891254 0.218516 -0.004 -0.029 0.010
Br 2.730977 5.225981 -0.913733 0.435 0.184 0.048
Br 3.894232 5.406833 2.058134 -0.017 -0.059 -0.079
H 5.068587 5.293722 -0.111363 0.017 -0.041 0.005
C 0.477718 -6.851279 0.899628 0.163 -0.040 0.033
Br -1.367970 -6.948551 1.443926 -0.075 0.100 -0.242
Br 0.773535 -7.746139 -0.777391 -0.042 0.083 0.060
Br 1.091673 -5.027963 0.867163 0.094 -0.072 0.003
H 1.060970 -7.372025 1.647016 -0.045 -0.007 0.027
C 0.587048 7.344198 -4.093735 0.176 -0.160 -0.100
Br 0.715835 5.480221 -3.626883 -0.277 0.380 -0.086
Br -0.059598 7.606080 -5.886896 -0.026 -0.002 0.060
Br -0.476644 8.311366 -2.811034 0.074 -0.003 -0.062
H 1.588997 7.747502 -4.053367 -0.037 0.098 0.012
C 6.858017 -1.912845 5.050313 -0.038 -0.069 -0.007
Br 5.858422 -0.359119 4.499258 0.050 -0.010 0.001
Br 6.944236 -3.237417 3.657040 0.011 0.030 0.032
Br 8.608021 -1.440399 5.700879 -0.041 0.012 -0.039
H 6.320945 -2.356529 5.876483 0.000 0.023 0.004
C -6.709654 3.718320 -4.470689 0.297 0.055 -0.290
Br -5.195444 4.849184 -4.122313 -0.121 -0.135 -0.110
Br -6.664083 2.972743 -6.246479 -0.003 -0.023 0.143
Br -6.844133 2.360681 -3.102481 -0.356 0.263 0.030
H -7.603320 4.322785 -4.398967 -0.014 -0.040 0.068
C -2.033855 -5.073375 4.861288 0.028 0.039 0.048
Br -2.283527 -3.581861 3.657779 0.000 0.004 0.034
Br -0.271431 -5.079536 5.628707 -0.148 0.245 -0.179
Br -3.399799 -5.135863 6.213094 0.065 0.017 -0.066
H -2.126629 -5.974877 4.273494 0.016 0.014 -0.018
C -3.333661 6.888274 -0.556348 -0.060 0.042 0.024
Br -2.932271 5.020832 -0.839073 -0.204 0.173 0.064
Br -4.774103 7.447867 -1.705583 0.087 0.165 0.120
Br -3.686780 7.292709 1.289015 -0.009 -0.113 -0.113
H -2.452752 7.445828 -0.842054 -0.001 -0.042 -0.056
C 7.834386 0.333734 9.206827 0.025 0.023 -0.054
Br 6.417867 -0.374170 10.304715 0.049 0.044 -0.029
Br 7.427096 2.108329 8.575735 0.020 -0.111 0.051
Br 9.537450 0.270024 10.108307 -0.129 0.009 -0.057
H 7.909633 -0.304860 8.336648 0.019 0.034 0.036
C 4.220391 -4.676475 -4.367549 0.123 -0.028 -0.014
Br 3.930074 -3.255475 -5.638183 0.051 -0.008 0.106
Br 6.086958 -4.865892 -3.942079 -0.132 0.040 0.029
Br 3.138137 -4.460283 -2.786579 -0.011 0.024 0.015
H 3.904032 -5.596645 -4.838052 -0.007 0.017 -0.016
C 6.964320 -7.362490 2.101896 0.023 -0.051 0.000
Br 6.670713 -5.954596 0.818049 -0.007 0.036 0.061
Br 8.828608 -7.546641 2.538313 -0.089 0.051 0.001
Br 5.878739 -7.126156 3.675679 0.033 0.003 -0.063
H 6.652494 -8.286565 1.636987 -0.003 0.009 -0.001
C -0.917059 -9.290867 6.104049 0.003 -0.035 0.180
Br -2.541822 -9.431649 7.124492 0.068 0.049 -0.049
Br -1.249842 -8.594493 4.337144 0.086 -0.129 0.108
Br 0.427788 -8.271238 7.031927 -0.033 -0.267 0.044
H -0.527773 -10.291708 5.984411 -0.007 0.008 -0.034
C -2.094572 12.306602 -3.662149 0.043 0.032 -0.004
Br -2.754092 13.972270 -2.959963 0.007 -0.080 -0.041
Br -3.103633 10.804387 -2.999520 -0.121 0.078 0.008
Br -2.023279 12.317690 -5.585936 -0.021 -0.015 0.079
H -1.080674 12.189600 -3.306799 -0.007 -0.013 -0.003
C 4.861861 5.588532 10.161084 0.008 -0.025 0.030
Br 3.963457 3.887082 10.248316 0.050 0.054 -0.028
Br 6.695079 5.452955 10.730683 -0.060 0.001 -0.039
Br 4.717945 6.382274 8.411256 0.016 -0.051 0.046
H 4.360470 6.249754 10.852788 -0.002 0.001 -0.013
```
Forces are in eV/Å.

Computed properties:
- E_LUMO (eV) = -3.74
- calculated total energy (eV) = -3839777.4193
- charge = +1

Atomic partial charges in e from the Löwdin method, atoms 1 to 99:
1. C -0.07
2. C -0.28
3. O -0.16
4. C -0.20
5. C -0.10
6. O 0.03
7. C -0.22
8. C 0.07
9. C -0.26
10. S 0.65
11. C -0.09
12. O -0.39
13. O -0.27
14. N 0.14
15. C 0.02
16. C -0.10
17. C -0.10
18. C -0.15
19. C -0.16
20. C -0.19
21. O -0.39
22. C -0.19
23. H 0.08
24. H 0.09
25. H -0.02
26. H 0.09
27. H 0.11
28. H 0.13
29. H 0.12
30. H 0.05
31. H 0.13
32. H 0.16
33. H 0.09
34. H 0.08
35. H 0.08
36. H 0.03
37. H 0.17
38. H 0.08
39. H 0.10
40. H 0.11
41. H 0.11
42. H 0.09
43. H 0.12
44. H 0.10
45. H 0.13
46. H 0.04
47. H 0.09
48. H 0.00
49. C -1.61
50. Br 0.57
51. Br 0.56
52. Br 0.55
53. H -0.02
54. C -1.63
55. Br 0.58
56. Br 0.56
57. Br 0.58
58. H -0.10
59. C -1.64
60. Br 0.55
61. Br 0.55
62. Br 0.58
63. H -0.03
64. C -1.59
65. Br 0.57
66. Br 0.60
67. Br 0.57
68. H -0.03
69. C -1.63
70. Br 0.58
71. Br 0.55
72. Br 0.54
73. H -0.03
74. C -1.61
75. Br 0.56
76. Br 0.64
77. Br 0.59
78. H -0.03
79. C -1.59
80. Br 0.56
81. Br 0.59
82. Br 0.66
83. H -0.02
84. C -1.60
85. Br 0.67
86. Br 0.59
87. Br 0.58
88. H -0.03
89. C -1.62
90. Br 0.56
91. Br 0.55
92. Br 0.61
93. H -0.03
94. C -1.59
95. Br 0.57
96. Br 0.59
97. Br 0.72
98. H -0.02
99. C -1.66